1.
{
  "formula": "C7H9NO2",
  "method": "ωB97M-V/def2-TZVPD",
  "lumo_ev": 0.63,
  "spin_multiplicity": 1,
  "smiles": "c1ccncc1.CC(=O)O",
  "e_above_lowest_kj_mol": 168.3,
  "homo_ev": -9.605,
  "elements": ["C", "C", "C", "N", "C", "C", "H", "H", "H", "H", "H", "C", "C", "O", "O", "H", "H", "H", "H"],
  "xyz": [[-1.590097, 0.580925, 1.060652], [-1.424439, 1.108003, -0.182389], [-1.591879, 0.254084, -1.323676], [-1.748553, -1.007283, -1.151204], [-2.083185, -1.494502, 0.075342], [-2.112665, -0.674641, 1.226714], [-1.605062, 1.206712, 1.871511], [-1.144763, 2.083212, -0.417748], [-1.234247, 0.750384, -2.340705], [-2.056298, -2.594632, -0.031209], [-2.116283, -0.948835, 2.246174], [2.538581, 1.077868, -0.043866], [2.552261, -0.450028, -0.005292], [3.461353, -1.178489, 0.386500], [1.409182, -0.917158, -0.544850], [3.471941, 1.385044, 0.270599], [2.329880, 1.331550, -1.142068], [1.707844, 1.434827, 0.482523], [1.236432, -1.947043, -0.437008]],
  "forces_ev_per_angstrom": [[-1.501, 0.455, -1.581], [-0.489, -1.747, -2.246], [2.386, 3.621, 0.191], [-1.257, -1.817, -0.032], [1.096, -0.043, -0.481], [1.501, -1.475, -1.772], [0.594, 1.464, 2.059], [0.441, 1.653, 0.203], [-1.198, -1.561, 1.823], [-0.750, 0.604, 1.101], [-0.816, -1.165, 0.739], [-0.845, -2.210, -3.198], [1.147, -1.361, 0.318], [-1.664, 1.506, -0.515], [-1.019, -2.598, 0.345], [1.713, 1.087, 0.695], [0.530, -0.131, 1.482], [-1.017, 0.635, 1.068], [1.148, 3.083, -0.198]]
}


2.
{
  "formula": "C5H11FSi",
  "method": "ωB97M-V/def2-TZVPD",
  "lumo_ev": [-0.13, -0.06],
  "spin_multiplicity": 1,
  "e_above_lowest_kj_mol": 265.5,
  "homo_ev": [-7.727, -7.208],
  "elements": ["C", "C", "C", "C", "C", "F", "Si", "H", "H", "H", "H", "H", "H", "H", "H", "H", "H", "H"],
  "xyz": [[-0.147360, -1.915551, -2.449673], [0.822673, -1.050784, -2.293585], [-1.594468, -0.192399, 1.405149], [1.146995, 1.015795, 2.345212], [0.570926, 0.353074, -2.038503], [-0.669507, 2.648116, 0.978772], [-0.171527, 1.056268, 1.006613], [-0.142008, -2.895847, -2.845715], [-1.158964, -1.615523, -2.038592], [1.828191, -1.053820, -2.611467], [-1.248804, -1.247031, 1.179436], [-1.696092, -0.123680, 2.465194], [-2.616401, 0.137748, 0.917014], [0.896488, 1.790299, 3.083488], [1.008765, 0.050902, 2.805077], [2.176795, 1.258943, 1.991910], [-0.404922, 0.827490, -2.181772], [1.399218, 0.956000, -1.718558]],
  "forces_ev_per_angstrom": [[-2.987, -0.486, 0.991], [0.076, 3.378, -0.328], [-0.508, 0.706, -1.553], [0.072, 0.935, -0.453], [-0.785, -0.251, 1.564], [0.038, -1.298, -0.005], [-0.349, 0.419, -0.835], [0.563, -0.826, -0.306], [1.140, -0.273, -0.700], [1.267, -1.462, -0.214], [-0.650, 1.249, -0.106], [-0.360, -0.027, 0.987], [2.149, -0.997, 0.802], [-0.091, -0.170, -0.084], [0.608, -0.460, 0.296], [-0.774, -0.637, 0.262], [0.398, -0.239, 0.060], [0.193, 0.440, -0.376]]
}


3.
{
  "formula": "C33H33AlN2O7P2S",
  "method": "ωB97M-V/def2-TZVPD",
  "lumo_ev": -4.99,
  "total_charge": 2,
  "spin_multiplicity": 1,
  "homo_ev": -13.673,
  "elements": ["Al", "O", "P", "C", "P", "O", "C", "C", "C", "C", "C", "C", "C", "C", "C", "C", "C", "C", "C", "C", "C", "C", "C", "C", "C", "C", "C", "C", "C", "C", "H", "H", "H", "H", "H", "H", "H", "H", "H", "H", "H", "H", "H", "H", "H", "H", "H", "H", "H", "H", "H", "H", "C", "C", "N", "C", "C", "N", "C", "O", "O", "C", "O", "O", "H", "H", "H", "H", "H", "C", "S", "C", "O", "H", "H", "H", "H", "H", "H"],
  "xyz": [[-0.576539, 0.374839, -1.202173], [-0.404155, -1.233334, -0.499786], [-0.859054, -1.861555, 0.830314], [-1.964391, -0.677117, 1.652021], [-1.449795, 1.079072, 1.620036], [-1.203328, 1.360315, 0.144062], [-2.802062, 1.914039, 2.246085], [-4.146546, 1.605052, 1.785739], [-5.229462, 2.287015, 2.239018], [-5.064762, 3.253758, 3.229767], [-3.801810, 3.664480, 3.581423], [-2.667465, 3.010924, 3.180131], [-0.003384, 1.315358, 2.563032], [0.042569, 1.090388, 3.928078], [1.122176, 1.411876, 4.650012], [2.255564, 2.007900, 4.013744], [2.274840, 2.130595, 2.650164], [1.095211, 1.865319, 1.911684], [0.520080, -2.326052, 1.748876], [0.396392, -3.412941, 2.594917], [1.481270, -3.838361, 3.325626], [2.662983, -3.100455, 3.235151], [2.776618, -2.040112, 2.352235], [1.707741, -1.622379, 1.584260], [-1.856624, -3.325087, 0.540295], [-3.123165, -3.461797, 1.089506], [-3.914619, -4.560406, 0.746714], [-3.440618, -5.536132, -0.117811], [-2.144773, -5.419618, -0.637087], [-1.328354, -4.342929, -0.313812], [-1.997888, -0.893872, 2.744980], [-2.999325, -0.661535, 1.250084], [-4.251686, 0.894084, 0.956293], [-6.206397, 1.942332, 1.817313], [-5.933502, 3.674247, 3.706743], [-3.670158, 4.442258, 4.392948], [-1.707837, 3.257023, 3.582824], [-0.811852, 0.776106, 4.466805], [1.107073, 1.307131, 5.713357], [3.119241, 2.276576, 4.603569], [3.094446, 2.526959, 2.041059], [1.160566, 2.181985, 0.872300], [-0.526678, -3.983169, 2.609787], [1.482285, -4.709827, 3.908551], [3.621152, -3.250816, 3.764689], [3.690043, -1.479066, 2.235476], [1.842340, -0.794387, 0.940380], [-3.526435, -2.726476, 1.802425], [-4.961869, -4.618641, 1.127395], [-4.034132, -6.320127, -0.474301], [-1.871328, -6.230844, -1.271545], [-0.358668, -4.181631, -0.843054], [3.988595, -0.829582, -5.644422], [3.719180, 0.171871, -4.537908], [2.846571, 0.150974, -3.621316], [2.972273, 1.335387, -2.911801], [4.070843, 2.050658, -3.445890], [4.538948, 1.277794, -4.474931], [4.742453, 3.332061, -2.939432], [4.265426, 3.831060, -1.795053], [5.643886, 3.843814, -3.544029], [2.076645, 1.569118, -1.760454], [2.356157, 2.280066, -0.802947], [0.914896, 0.916169, -1.817114], [4.615695, -0.383742, -6.361982], [3.055503, -1.012123, -6.208194], [4.423730, -1.800074, -5.289835], [5.438563, 1.397590, -4.967557], [3.507805, 3.350926, -1.526326], [-1.152198, 2.704087, -4.029590], [-1.871014, 1.073846, -4.004360], [-0.665376, 0.158863, -4.945333], [-1.711617, 0.541307, -2.535086], [-1.057028, 3.095095, -5.069963], [-0.152975, 2.659957, -3.493417], [-1.845525, 3.413438, -3.606094], [-0.820838, 0.460963, -5.996142], [-0.888430, -0.886044, -4.830230], [0.373901, 0.255554, -4.460895]],
  "forces_ev_per_angstrom": [[0.360, 0.444, 0.313], [-0.154, 0.453, -0.477], [-1.811, -0.615, -0.517], [0.072, 0.487, 1.152], [0.078, -1.623, -0.087], [0.282, 0.228, -1.312], [-2.705, 2.137, 1.275], [2.825, -0.052, -0.734], [-1.349, -0.685, -0.108], [-0.532, -0.099, -0.615], [0.243, 1.304, 2.501], [-0.115, -2.187, -1.931], [0.564, 0.736, -1.056], [-0.931, -0.201, -0.175], [2.379, 1.373, 0.027], [-0.312, -1.132, 0.629], [-0.846, 0.423, -1.188], [0.992, 0.174, 0.529], [0.260, 0.643, -0.121], [-0.093, -0.737, 0.140], [1.125, 1.134, -0.283], [1.161, 0.393, -0.113], [-0.245, 0.661, -0.345], [0.193, -1.016, 1.114], [0.587, -0.414, -0.682], [-0.450, -0.063, 0.301], [-1.158, -0.073, 0.291], [1.225, 1.820, 0.398], [-0.396, 0.191, 0.685], [-0.141, 0.818, -0.441], [-0.196, -0.237, -0.639], [0.712, -0.399, 0.144], [-0.146, 0.162, 0.480], [0.744, 0.754, 0.761], [-0.098, 0.296, -0.031], [-0.339, -0.851, -1.191], [0.407, 0.241, 0.067], [-0.918, -0.603, 0.295], [0.082, -0.107, 0.458], [0.024, 0.070, 0.077], [-0.048, -0.063, 0.708], [-0.530, -0.482, 0.145], [0.070, 0.079, 0.114], [-0.339, -0.985, 0.805], [-1.011, -0.744, 0.105], [0.303, -0.156, 0.234], [-0.185, 0.635, -0.709], [0.210, -0.387, -0.487], [1.064, 0.011, -0.245], [-0.917, -1.073, -0.137], [0.733, -0.137, -0.551], [-0.777, -0.321, 0.724], [-1.320, -0.840, 1.022], [2.739, -0.693, -2.269], [-2.268, 0.470, 1.076], [1.200, -0.138, -0.854], [-0.640, 0.035, 1.624], [-0.080, 0.503, 0.565], [0.075, -0.142, -0.598], [1.746, 0.888, -1.388], [-0.225, -0.447, 0.097], [-0.360, -0.116, 0.492], [-0.155, -0.126, -0.791], [1.016, 0.341, -0.404], [1.129, 0.448, -0.774], [0.293, -0.221, 0.503], [-0.471, 0.945, -0.246], [-0.960, 0.212, 0.366], [-1.547, -1.071, 1.158], [1.363, 0.327, -0.109], [-0.061, -0.375, 0.348], [1.362, 0.311, 0.815], [-0.290, 0.257, -0.692], [0.194, -0.834, 0.486], [-1.206, 0.231, -0.721], [-0.211, -0.023, 0.700], [0.529, -0.058, 0.462], [-0.542, -0.495, -0.094], [-1.266, 0.387, -1.075]]
}


4.
{
  "formula": "C5H10O",
  "method": "ωB97M-V/def2-TZVPD",
  "lumo_ev": 1.05,
  "spin_multiplicity": 1,
  "smiles": "C[C@H](O)C1CC1",
  "e_above_lowest_kj_mol": 180.2,
  "homo_ev": -9.978,
  "elements": ["C", "C", "O", "C", "C", "C", "H", "H", "H", "H", "H", "H", "H", "H", "H", "H"],
  "xyz": [[1.583077, 1.068611, 0.010199], [0.789876, -0.290349, 0.258383], [1.765432, -1.325051, -0.093818], [-0.465395, -0.407260, -0.513108], [-1.405882, 0.668452, -0.099371], [-1.732636, -0.804096, 0.286066], [2.439760, 0.981215, 0.713889], [1.942652, 1.146578, -1.027735], [0.943358, 1.992862, 0.177264], [0.604122, -0.382998, 1.329143], [1.172477, -2.182382, -0.350505], [-0.373852, -0.754851, -1.537512], [-0.957684, 1.348376, 0.700674], [-2.057569, 1.218856, -0.848940], [-2.567730, -1.142888, -0.339672], [-1.680002, -1.135073, 1.335041]],
  "forces_ev_per_angstrom": [[-0.783, -0.509, 0.497], [2.591, 0.552, -0.659], [-2.957, -2.648, -0.810], [-1.152, -0.212, 0.626], [-0.658, 0.955, 0.481], [0.212, 1.469, -1.044], [-0.439, 0.619, -0.585], [-0.047, -0.336, 0.370], [0.915, -1.221, 0.196], [-0.231, 0.153, 0.113], [2.275, 3.013, 1.016], [-0.048, 0.257, 0.009], [-1.010, -1.025, -1.149], [0.858, -0.948, 1.092], [0.423, -0.332, 0.573], [0.051, 0.212, -0.725]]
}


5.
{
  "formula": "C9H14INSi",
  "method": "ωB97M-V/def2-TZVPD",
  "lumo_ev": -0.01,
  "spin_multiplicity": 1,
  "e_above_lowest_kj_mol": 319.1,
  "homo_ev": -8.413,
  "elements": ["C", "C", "C", "C", "C", "C", "C", "C", "C", "N", "Si", "I", "H", "H", "H", "H", "H", "H", "H", "H", "H", "H", "H", "H", "H", "H"],
  "xyz": [[-0.620903, 2.241161, -0.115596], [-1.238789, 1.205524, -0.653154], [0.611559, -0.238870, -1.739982], [0.732961, 2.507796, -0.522523], [1.731292, 0.230714, -0.793842], [-0.651691, 0.231296, -1.640664], [1.571924, 1.509972, -0.503599], [-1.648351, -0.230380, -2.755258], [-0.102291, -0.840061, 2.113679], [2.868075, -0.744050, 2.828704], [1.369187, -1.681906, 2.846463], [4.695237, -0.962873, 2.020977], [-1.025944, 2.979164, 0.689595], [-2.215427, 0.988644, -0.363568], [0.793805, -1.039529, -2.555787], [1.077548, 3.442158, -0.719481], [2.296853, -0.575782, -0.476104], [-2.652175, 0.268036, -2.811977], [-1.717552, -1.325058, -2.664785], [-1.182257, -0.307031, -3.752440], [0.056708, 0.176410, 1.917298], [-0.998340, -1.057607, 2.727384], [-0.234212, -1.288029, 1.137424], [2.808536, -0.018425, 3.435361], [0.912018, -1.813255, 4.281931], [1.734273, -2.977403, 2.319369]],
  "forces_ev_per_angstrom": [[-0.012, 2.200, 2.192], [1.472, -1.501, -1.038], [0.963, -0.224, -0.338], [0.260, -1.108, 0.949], [-3.199, 0.308, -2.077], [-1.022, 0.845, -1.101], [0.373, -1.865, -0.256], [0.426, -1.121, 0.180], [-0.375, -1.857, -0.169], [-0.958, -2.717, -1.875], [0.721, 0.669, 1.269], [-0.410, -0.089, 0.088], [0.053, -1.594, -1.638], [-1.705, -0.289, 0.269], [-0.028, 1.414, 1.376], [0.637, 2.839, -0.871], [1.622, -0.736, 1.283], [1.115, -0.515, 0.242], [-0.932, 0.127, 0.616], [-0.002, 1.208, 0.247], [0.066, 1.634, 0.061], [0.475, 0.354, -0.335], [-0.371, -0.102, -0.452], [0.380, 2.801, 2.019], [0.511, -0.145, -0.236], [-0.060, -0.536, -0.407]]
}


Q: Which E_tot values were calculated for the entries above? A: -477.3278, -586.3858, -3236.6526, -271.6840, -993.1072, in hartree.